[1]
19
Properties=species:S:1:pos:R:3:forces:R:3 method="wB97M-V/def2-TZVPD" smiles="C=C1C[C@H](C)[C@H]1[NH3+]" e_lumo_ev=-3.666 homo_lumo_gap_ev=10.336 charge=+1
C 1.160872 0.644030 0.093497 0.20 -0.14 -0.02
C 2.448518 0.839771 0.282930 0.03 -0.03 0.02
C 0.033482 1.440953 -0.501168 -0.01 0.24 -0.15
C 0.258895 -0.538181 0.365255 -0.08 0.32 0.25
C -0.880133 0.198821 -0.374676 -0.36 -0.02 0.07
C -2.163729 0.378760 0.412349 0.12 -0.11 -0.17
N 0.709045 -1.828738 -0.262341 0.04 -0.11 -0.03
H 3.091200 0.101592 0.733269 0.11 -0.19 0.13
H 2.912666 1.769626 0.006166 0.11 0.21 -0.11
H -0.280971 2.277035 0.119507 -0.08 0.05 0.06
H 0.203264 1.809121 -1.510130 0.00 0.03 -0.05
H 0.057083 -0.728373 1.421617 0.02 -0.16 -0.09
H -1.097707 -0.253186 -1.344464 0.06 -0.04 -0.08
H -1.960081 0.822815 1.383381 0.01 0.06 0.13
H -2.668686 -0.572841 0.562061 -0.11 -0.07 0.06
H -2.837164 1.037924 -0.127913 -0.09 0.06 -0.02
H 1.560068 -2.172009 0.200027 -0.20 -0.03 -0.20
H 0.922218 -1.663904 -1.255128 0.00 -0.13 0.25
H -0.024909 -2.544955 -0.192859 0.25 0.09 -0.05

=====

[2]
19
Properties=species:S:1:pos:R:3:forces:R:3 method="wB97M-V/def2-TZVPD" e_lumo_ev="-4.184 / -3.903" homo_lumo_gap_ev="8.078 / 8.739" charge=+1
C 1.791616 -0.102551 -0.090165 -1.73 1.70 -0.13
C 2.906158 0.553750 0.016766 -1.90 2.12 -1.86
C 0.843079 -1.216940 0.053289 2.19 -2.65 -1.46
C -0.459968 0.728366 -0.433812 2.39 -0.64 -1.93
C -1.069728 1.887132 0.230470 -0.68 -1.20 -0.25
C -1.747510 -1.393176 -0.129036 3.81 -4.51 1.42
N -0.518506 -0.638968 0.195309 -1.34 2.76 1.37
H 3.179985 1.572400 -0.409381 -1.24 -1.10 0.24
H 3.724621 0.269313 0.521528 2.91 -1.88 1.92
H 1.026371 -1.934659 -0.883794 -1.36 1.84 1.34
H 1.166566 -1.970970 0.796951 -0.78 0.59 0.50
H -0.169998 0.700037 -1.505500 -0.71 -0.06 0.87
H -1.955953 2.270252 -0.200835 -1.72 -0.41 -1.18
H -0.557976 2.792917 0.049771 1.68 0.85 0.81
H -1.426752 1.632658 1.211768 0.61 0.44 0.99
H -1.644527 -2.363924 0.522906 -0.74 1.67 -1.51
H -2.589319 -0.882137 0.039888 -2.97 2.22 1.24
H -1.703401 -1.575111 -1.142694 0.01 -0.99 -2.20
H -0.794767 -0.328392 1.156573 1.56 -0.74 -0.18

=====

[3]
19
Properties=species:S:1:pos:R:3:forces:R:3 method="wB97M-V/def2-TZVPD" e_lumo_ev="-3.373 / -4.718" homo_lumo_gap_ev="8.947 / 7.398" charge=+1
C -1.828806 0.014932 0.845544 -1.35 0.98 -0.45
C -0.635068 -0.578991 1.042184 -0.96 -0.37 0.79
C -2.009918 0.564688 -0.599199 1.72 -1.01 1.77
C 0.176134 -0.641106 -0.111841 -0.33 0.30 0.28
C 1.231499 -1.630849 -0.489083 0.13 -1.66 -1.71
C 1.288908 1.368014 1.264614 0.56 -1.60 0.56
N -0.763331 -0.072796 -1.236725 2.25 3.75 2.60
H -2.611120 0.188535 1.608681 0.71 -0.18 -0.60
H -0.380048 -0.928937 2.062146 0.21 0.02 -1.06
H -2.846293 0.172632 -1.116305 -0.98 -0.28 -0.39
H -1.978926 1.659781 -0.701616 0.18 -0.42 0.12
H 1.471583 -2.438088 0.236320 -0.63 0.93 0.21
H 2.234831 -1.240947 -0.765165 -0.83 0.18 -0.07
H 0.852711 -2.284661 -1.378433 0.64 1.26 1.14
H 0.396158 1.446681 1.848805 0.28 0.01 0.49
H 1.324960 1.800222 0.343831 -0.17 1.70 -2.32
H 2.213676 0.833800 1.446992 -0.34 -0.02 0.86
H -0.988828 -0.764440 -1.841485 -1.00 -2.96 -2.47
H -0.272759 0.662828 -1.775962 -0.08 -0.63 0.25

=====

[4]
20
Properties=species:S:1:pos:R:3:forces:R:3 method="wB97M-V/def2-TZVPD" e_lumo_ev="1.006 / -0.094" homo_lumo_gap_ev="9.466 / 5.934"
C -0.553450 -0.888909 0.981807 0.37 -1.49 -1.09
C 0.584479 -0.046580 1.483841 0.48 -2.61 -3.75
C -0.930613 -0.409254 -0.428494 0.59 -0.36 -0.87
C 1.853763 -0.885823 1.745033 -1.62 -1.71 1.21
C -2.272039 0.278822 -0.689057 -0.74 -2.01 -0.34
C 0.555475 1.214640 -1.870225 -2.31 -0.10 1.24
N 0.887466 0.799914 0.386032 2.52 2.42 1.67
N 0.180559 0.526986 -0.633758 -1.13 -0.85 -1.65
H -0.278340 -1.961185 1.027569 -0.92 0.43 0.23
H 0.335439 0.533931 2.261548 -0.74 2.00 3.33
H -0.760805 -1.157922 -1.217033 -0.37 -0.49 0.44
H 2.243401 -1.395479 0.843242 -0.40 0.44 0.33
H 1.540872 -1.716352 2.509322 1.01 1.51 -1.06
H 2.570322 -0.183820 2.118292 0.74 -0.06 0.44
H -3.151726 -0.428834 -0.854239 1.23 0.61 0.63
H -2.242534 0.831833 -1.614410 0.21 0.57 -0.10
H -2.417247 0.862587 0.177758 -0.76 1.14 0.66
H -0.158722 0.785138 -2.660562 1.07 1.41 0.85
H 0.441829 2.285970 -1.470872 0.24 -1.02 -1.90
H 1.571871 0.954335 -2.095795 0.53 0.15 -0.28

=====

[5]
20
Properties=species:S:1:pos:R:3:forces:R:3 method="wB97M-V/def2-TZVPD" e_lumo_ev=0.986 homo_lumo_gap_ev=7.376
C -0.348259 -1.284698 0.976527 0.27 0.94 0.20
C -1.440979 -0.411990 -1.454247 0.63 1.15 0.28
C -0.072628 -0.042246 -1.862732 0.25 0.30 -0.29
C 0.257329 2.125666 -0.546599 -0.64 0.08 0.05
C 0.308462 -0.118650 0.656565 -0.22 -1.27 0.87
C 0.049239 0.633831 -0.528845 -1.11 -0.92 -0.97
N 1.354730 0.289018 1.522097 0.25 -0.12 -0.18
N 0.106629 -2.141667 1.978040 0.17 0.01 0.34
H -1.378426 -1.423927 0.703186 0.10 -0.04 -0.27
H 1.838700 1.131255 1.255400 -0.04 -0.06 -0.02
H 1.103983 0.296349 2.502907 -0.04 -0.03 -0.10
H 1.108815 -2.266965 2.023949 -0.08 -0.04 -0.04
H -0.412564 -2.997185 2.089543 0.11 0.07 -0.06
H -2.249637 0.304547 -1.492785 0.18 0.13 -0.30
H -1.738143 -1.447193 -1.400143 0.15 0.01 0.46
H 0.609417 -0.877761 -2.015341 -0.12 -0.01 0.02
H -0.012894 0.661502 -2.696920 0.16 -0.03 0.02
H 1.212432 2.391513 -1.016184 -0.02 -0.16 -0.02
H -0.523396 2.606921 -1.142787 0.06 0.02 0.01
H 0.227190 2.571681 0.448369 -0.05 -0.04 -0.01

=====

[6]
20
Properties=species:S:1:pos:R:3:forces:R:3 method="wB97M-V/def2-TZVPD" smiles=N[C@H]1C[C@@]12CCNC2 e_lumo_ev=0.968 homo_lumo_gap_ev=10.210
C -1.002990 0.689179 1.058766 -2.32 0.21 -0.67
C 0.337391 1.219741 1.334867 -0.02 -2.33 0.08
C 0.059302 0.303177 0.083207 0.69 0.52 4.10
C 0.577716 -1.141725 0.192301 -2.76 -0.16 -2.84
C 0.649149 -1.346810 -1.346440 -0.69 0.11 -1.01
C 0.192571 0.881380 -1.257044 -0.66 -0.07 -1.99
H -2.223639 0.038219 2.587105 0.44 -0.47 -0.72
H -2.189880 -1.011460 1.185630 1.58 1.90 2.43
H -1.754277 1.411729 0.625423 0.78 -0.59 0.54
H 0.509891 2.246433 1.285627 0.28 1.49 -0.47
H 0.840511 0.709802 2.144565 0.16 0.03 0.06
H 1.534190 -1.232338 0.637147 0.64 -0.32 0.85
H -0.279522 -1.853884 0.521087 2.08 1.15 0.19
H -0.370092 -1.655881 -1.695257 0.77 0.24 0.14
H 1.350134 -2.021139 -1.750816 0.74 -1.46 0.03
H 1.990820 0.155234 -1.746165 -1.74 -0.73 -0.91
H 0.631316 1.858011 -1.286993 0.40 0.56 0.12
H -0.776898 0.990807 -1.750265 -0.22 -0.08 0.00
N -1.575976 -0.383098 1.895474 -1.73 -0.74 -2.06
N 0.984348 -0.083357 -2.059908 1.58 0.76 2.14